21
Properties=species:S:1:pos:R:3:forces:R:3:lowdin_charge:R:1 method="wB97M-V/def2-TZVPD" e_homo_ev="-8.393 / -8.443" de_lowest_kcal_mol=128.6 e_tot_ev=-18657.610 fmax_ev_per_a=4.65
C 0.67115 -0.26074 -0.00464 -1.2 -1.7 0.5 -0.107
C 0.37358 1.88421 0.05390 -4.2 -2.0 -0.5 -0.151
C 1.48223 -1.41877 0.19371 -0.5 0.8 -0.8 -0.061
C 0.60786 3.27361 0.09201 0.5 -0.6 0.1 -0.232
C 2.86909 -1.58842 -0.14866 0.2 0.2 -1.4 -0.450
C -0.86435 -0.15508 -0.01682 0.0 0.6 -1.9 -0.460
C -1.53514 -0.61012 -1.36552 -1.2 2.1 0.9 0.019
C -1.70325 -0.76322 1.05904 -1.4 0.8 1.8 -0.023
O 3.71284 -1.74454 -0.96681 0.2 0.0 0.6 0.175
O -0.28172 4.11065 0.12341 0.3 0.1 0.0 0.055
O 2.64671 -1.34953 1.11844 1.5 0.2 1.4 0.180
O -0.94808 1.27023 -0.05074 2.6 2.8 1.0 0.039
O 1.26504 0.91278 0.00452 0.5 1.1 0.1 0.175
H 0.97094 -2.29370 0.37734 -1.4 -1.8 0.2 0.138
H 1.70956 3.43087 0.11398 -0.3 0.6 0.0 0.139
H -2.22185 -1.43243 -1.13086 0.6 -0.1 -0.7 0.076
H -0.72410 -0.76372 -2.04171 0.0 -0.5 -1.0 0.071
H -2.20262 0.29872 -1.70096 1.4 -1.8 0.5 0.137
H -2.71794 -0.28373 1.31136 1.3 -0.5 -1.4 0.140
H -1.29681 -0.69990 2.02015 1.3 0.4 1.6 0.063
H -1.81314 -1.81717 0.95885 -0.4 -0.8 -0.6 0.076